[1]
Here is the ion BrHNO2S with charge -1 from OMol25. Energies are from ωB97M-V with the def2-TZVPD basis set.

```
! wB97M-V def2-TZVPD RIJCOSX def2/J DEFGRID3
* xyz -1 1
Br -0.637 -1.538 -1.685
S -0.754 -1.271 1.464
O 0.257 -0.464 2.073
O -2.072 -1.035 2.053
N -0.703 -0.263 -0.185
H 0.101 0.334 -0.350
*
```

## Properties
- Highest occupied orbital energy: -3.995 eV
- Calculated total energy: -3178.0549 hartree
- Energy above the lowest of the compared OMol25 structures with the same formula, charge and spin: 9.61 kJ/mol
- Frontier orbital gap: 7.45 eV

=====

[2]
Here is a structure of composition BrHf from OMol25. Energies are from ωB97M-V with the def2-TZVPD basis set.

```
! wB97M-V def2-TZVPD RIJCOSX def2/J DEFGRID3
* xyz 3 1
Hf -0.862 2.256 -0.210
Br 0.862 -2.256 0.210
*
```

## Properties
- Highest occupied orbital energy: -24.804 eV
- Calculated total energy: -2620.2248 hartree
- Energy above the lowest of the compared OMol25 structures with the same formula, charge and spin: 456.26 kJ/mol
- Frontier orbital gap: 4.78 eV

=====

[3]
Here is a structure of composition BrHf from OMol25. Energies are from ωB97M-V with the def2-TZVPD basis set.

```
! wB97M-V def2-TZVPD RIJCOSX def2/J DEFGRID3
* xyz 3 1
Hf -14.331 13.495 -10.343
Br -14.404 16.156 -10.059
*
```

## Properties
- Highest occupied orbital energy: -27.878 eV
- Calculated total energy: -2620.3479 hartree
- Energy above the lowest of the compared OMol25 structures with the same formula, charge and spin: 133.05 kJ/mol
- Frontier orbital gap: 7.03 eV

=====

[4]
Here is a structure of composition BrIO2S2 from OMol25. Energies are from ωB97M-V with the def2-TZVPD basis set.

```
! wB97M-V def2-TZVPD RIJCOSX def2/J DEFGRID3
* xyz 0 3
I 1.362 2.332 -0.180
Br 1.345 -1.732 -0.457
S -0.650 1.630 -0.756
S -0.124 -0.681 0.755
O -1.115 -1.518 1.247
O -0.819 -0.031 -0.608
*
```

## Properties
- Highest occupied orbital energy (spin up / spin down): -6.415 / -10.386 eV
- Calculated total energy: -3818.4102 hartree
- Energy above the lowest of the compared OMol25 structures with the same formula, charge and spin: 210.43 kJ/mol
- Frontier orbital gap (spin up / spin down): 6.27 / 7.53 eV

=====

[5]
Here is a structure of composition BrNa from OMol25. Energies are from ωB97M-V with the def2-TZVPD basis set.

```
! wB97M-V def2-TZVPD RIJCOSX def2/J DEFGRID3
* xyz 0 1
Br -1.702 -0.904 1.559
Na 1.702 0.904 -1.559
*
```

## Properties
- Highest occupied orbital energy: -6.526 eV
- Calculated total energy: -2736.2763 hartree
- Energy above the lowest of the compared OMol25 structures with the same formula, charge and spin: 232.58 kJ/mol
- Frontier orbital gap: 3.66 eV

=====

[6]
Here is a structure of composition BrOP from OMol25. Energies are from ωB97M-V with the def2-TZVPD basis set.

```
! wB97M-V def2-TZVPD RIJCOSX def2/J DEFGRID3
* xyz 0 1
Br 2.914 0.040 0.001
P 0.144 -0.801 -0.002
O -0.721 0.416 0.002
*
```

## Properties
- Highest occupied orbital energy: -9.882 eV
- Calculated total energy: -2990.5939 hartree
- Energy above the lowest of the compared OMol25 structures with the same formula, charge and spin: 122.27 kJ/mol
- Frontier orbital gap: 7.33 eV

=====

[7]
Here is a structure of composition BrZr from OMol25. Energies are from ωB97M-V with the def2-TZVPD basis set.

```
! wB97M-V def2-TZVPD RIJCOSX def2/J DEFGRID3
* xyz 3 1
Zr -0.966 -0.790 -0.387
Br 0.966 0.790 0.387
*
```

## Properties
- Highest occupied orbital energy: -28.467 eV
- Calculated total energy: -2619.4044 hartree
- Energy above the lowest of the compared OMol25 structures with the same formula, charge and spin: 96.96 kJ/mol
- Frontier orbital gap: 7.20 eV

=====

[8]
Here is a cluster of 12 separate species, C101H215N11O12 in total from OMol25. Energies are from ωB97M-V with the def2-TZVPD basis set.

```
! wB97M-V def2-TZVPD RIJCOSX def2/J DEFGRID3
* xyz 0 1
O -2.651 -5.322 -6.856
O -3.110 -6.327 1.064
O -5.450 1.532 3.479
O 0.552 -4.998 -2.935
O 1.505 0.192 -0.854
O 1.859 1.636 -4.207
O -3.018 1.524 -6.143
O 4.285 4.486 -3.643
O -3.107 4.810 5.995
O 1.255 -1.531 8.352
O 7.568 -3.424 2.978
O 5.852 5.231 2.976
N -3.565 -5.209 1.632
N 1.774 -0.764 7.353
N 5.992 4.616 1.774
N -6.803 1.865 3.356
N -3.448 -5.582 -5.727
N 0.726 -5.766 -1.784
N 6.287 -3.179 2.631
N 2.025 0.290 -4.080
N -4.091 2.150 -5.556
N -1.777 4.550 5.966
N 3.940 5.136 -4.737
C -3.422 1.431 -3.352
C 4.063 0.609 -2.798
C -6.972 2.499 2.065
C -2.320 -5.018 3.783
C 6.778 -3.006 0.149
C 2.090 -5.605 -1.170
C -1.492 -6.732 -1.715
C -8.972 2.615 4.290
C -1.077 6.823 6.751
C -5.223 -6.460 -7.054
C 2.111 -6.282 0.216
C -0.432 0.512 6.877
C 2.520 6.692 -6.207
C 7.323 4.510 1.135
C 0.263 -7.820 -0.270
C -5.762 0.312 -5.704
C -0.309 1.790 -0.718
C -1.665 5.680 3.533
C 5.990 4.301 -5.790
C -0.896 5.322 6.850
C 3.884 -2.964 3.232
C 5.149 -4.908 3.975
C 2.818 -2.443 -4.697
C 7.897 5.931 0.902
C 4.799 6.069 -6.845
C -6.545 2.731 -5.458
C -9.246 3.467 3.003
C 6.983 -1.004 1.606
C -3.413 -8.064 -6.228
C 3.472 4.064 1.762
C 5.129 5.631 -5.493
C 1.044 -0.481 -4.951
C -1.316 4.892 8.284
C -6.332 2.882 -3.934
C -0.373 -0.267 -4.503
C 2.492 1.522 5.699
C 0.167 -1.594 5.726
C 1.469 5.114 -4.544
C -2.510 -4.474 2.314
C -5.381 1.834 -6.082
C 4.165 0.350 -5.334
C 6.229 -2.289 1.432
C 2.731 5.965 -4.809
C -2.976 -2.954 2.469
C 0.579 4.823 6.749
C -7.463 1.172 5.767
C -1.090 -4.425 1.600
C -5.390 2.093 -7.549
C 3.928 -0.660 8.492
C -4.533 -2.729 2.879
C 0.389 -8.064 -2.765
C 3.598 -1.580 -3.702
C 1.486 0.443 5.151
C 2.438 1.349 8.678
C 3.307 -6.061 -2.077
C 5.016 2.862 0.174
C -3.982 -4.423 -5.003
C 8.354 3.696 2.033
C 5.734 -2.569 4.912
C -6.726 3.518 5.104
C 1.731 -7.749 0.215
C -5.042 -5.014 1.614
C 5.324 -3.420 3.702
C -5.385 -3.455 1.877
C -4.871 -3.652 -6.006
C -7.427 2.255 4.627
C 4.966 3.492 1.619
C 0.239 4.248 4.433
C 0.176 0.293 -0.493
C 7.242 3.643 -0.208
C 1.237 -0.105 -6.518
C 5.128 2.413 2.666
C -8.469 2.832 1.900
C -4.258 -6.825 -5.906
C 3.798 7.145 -6.845
C -2.807 -3.529 -4.622
C 0.780 -0.294 6.384
C -3.797 2.679 -4.233
C -5.629 -5.388 0.248
C 2.320 -4.107 -0.922
C -6.199 3.803 1.795
C 0.051 -7.055 -1.660
C -5.778 -5.951 -3.941
C -1.928 3.225 3.799
C 3.496 0.847 6.617
C 2.879 7.105 -3.804
C 2.795 0.155 7.840
C -4.986 -7.119 -4.535
C -5.751 -5.790 2.736
C 1.219 4.948 5.341
C -4.688 -4.969 -3.702
C 1.349 -2.038 -4.653
C 5.962 6.783 -4.808
C -1.276 4.512 4.527
C -6.618 1.527 0.881
C 4.765 -1.925 1.029
C 3.823 -1.686 2.239
C -2.464 3.553 -4.042
C -4.951 3.505 -3.619
C 6.430 2.414 -0.149
C 3.406 -0.095 -3.992
H 5.217 0.102 -5.198
H 1.765 -3.799 -0.036
H -7.799 1.511 6.747
H 2.951 -3.482 -4.396
H -9.597 3.070 5.059
H -1.957 -3.986 -4.115
H 5.565 3.572 -6.480
H 1.418 -5.739 0.859
H 5.628 6.384 -7.478
H 0.755 -2.691 -5.293
H 6.427 -3.040 5.609
H -5.568 1.405 0.614
H -6.428 -3.253 2.118
H 3.336 6.736 -2.886
H 6.166 -1.629 4.571
H 1.206 -2.424 8.001
H 1.860 6.015 -6.751
H -10.256 3.549 2.603
H 6.848 -2.363 -0.729
H -2.682 -8.237 -5.438
H 1.450 5.981 5.080
H -5.706 0.111 -4.634
H -0.241 7.332 7.231
H 3.954 0.079 5.993
H -1.584 5.325 2.506
H 3.296 4.655 2.661
H -9.006 1.959 1.528
H -0.224 -1.396 4.728
H 3.405 -4.107 -0.821
H -4.901 4.521 -4.013
H 4.391 1.405 6.893
H 3.332 1.826 9.077
H -6.975 4.349 4.443
H 0.775 0.911 4.469
H -5.185 -6.321 -0.097
H 4.118 3.546 -3.746
H -4.858 -5.857 -7.886
H -6.841 -5.803 2.721
H 0.658 3.761 6.981
H -0.169 1.811 -1.798
H -1.788 -6.042 -0.925
H -1.396 3.812 8.401
H -2.342 4.357 -4.767
H -2.305 5.224 8.600
H 2.249 4.593 5.390
H 3.707 -0.929 9.524
H 4.212 5.302 -7.349
H 8.037 6.485 1.831
H 4.281 2.071 0.026
H -5.147 3.522 1.751
H 3.279 -2.634 4.076
H 0.501 5.593 -4.696
H -5.641 3.507 5.003
H 8.231 3.185 -0.192
H 0.274 -7.592 -3.740
H -1.346 2.011 -0.465
H -6.236 1.669 -8.089
H -0.267 1.422 7.455
H -6.520 4.168 0.819
H -0.586 -5.301 2.008
H 1.149 5.283 7.556
H -3.079 -7.975 -7.262
H -7.123 3.683 6.106
H -6.700 -5.585 0.290
H 4.906 -5.552 3.129
H 0.316 0.357 -6.874
H 2.078 0.534 -6.788
H -8.794 4.443 3.183
H -6.633 -5.510 -4.454
H 4.343 1.677 2.843
H -5.322 -4.682 -0.524
H -3.041 -6.994 1.751
H 6.129 -5.332 4.197
H 1.868 -8.173 1.209
H -0.934 0.993 6.038
H -2.701 2.212 -6.734
H -1.142 -4.679 0.541
H 4.533 -4.973 4.872
H 6.464 -0.398 2.348
H 4.865 -2.194 5.453
H 3.999 -0.778 2.816
H 3.996 -1.615 7.972
H 1.451 -0.986 -7.125
H 2.477 -8.388 -0.257
H -5.896 -4.020 -5.964
H -0.606 -2.108 6.297
H -8.109 0.376 5.398
H -1.225 7.180 5.732
H 3.361 -5.389 -2.934
H 6.419 1.817 -1.061
H 1.530 4.770 -3.512
H 2.796 -1.790 1.887
H -4.740 -1.688 3.126
H 4.665 3.540 -0.603
H -4.920 -0.135 -6.233
H -0.362 -3.614 1.640
H 6.150 -3.837 -0.171
H 1.906 7.589 -6.126
H -9.449 1.676 4.008
H 4.796 -1.026 0.415
H -3.153 -2.620 -4.129
H 7.114 -0.296 0.787
H -6.607 3.759 -5.813
H -6.058 -5.877 -6.666
H 1.978 -0.209 4.430
H 4.129 1.422 -5.529
H -5.138 2.414 3.693
H 4.253 7.971 -6.298
H -5.413 -6.823 2.658
H 6.666 7.249 -5.498
H 3.145 -6.392 0.543
H -2.439 -2.656 3.369
H -1.645 2.324 4.343
H 1.808 2.126 8.244
H -5.272 -5.467 3.660
H 3.253 4.692 0.899
H -4.709 -3.122 3.881
H 3.748 1.645 -2.674
H 4.237 -5.852 -1.548
H 2.659 3.372 1.982
H -0.589 -0.810 -3.583
H -0.535 -0.292 -1.075
H -1.935 -7.727 -1.668
H -6.689 -0.001 -6.185
H -1.851 -5.818 -6.669
H 7.949 2.740 2.364
H 1.538 4.095 -4.925
H -6.753 0.528 1.297
H -4.325 0.846 -3.177
H 4.207 -2.700 0.503
H -5.272 -2.903 0.944
H 2.865 2.124 4.870
H 5.303 2.969 3.587
H -2.612 -2.332 1.651
H 4.919 -0.205 8.484
H 8.621 4.413 2.810
H -0.238 -8.955 -2.725
H 2.039 1.727 -5.146
H -6.132 -6.298 -2.971
H 6.160 3.689 -4.904
H -6.996 3.628 -3.497
H -1.635 2.981 -4.460
H 3.215 -2.274 -5.698
H -3.998 -8.982 -6.173
H 3.821 0.159 -1.835
H 7.983 -1.122 2.021
H -2.320 3.973 -3.047
H -7.484 2.213 -5.654
H -4.688 1.516 -8.151
H -8.555 3.293 0.916
H -1.901 7.254 7.318
H -3.013 3.153 3.869
H 5.225 5.943 2.829
H -4.967 3.056 -7.837
H -2.797 0.655 -3.795
H 7.006 4.407 -6.170
H -5.341 -4.145 -3.415
H -1.975 -6.442 -2.648
H 3.178 -1.792 -2.719
H 3.281 -3.777 2.829
H -1.725 3.075 2.738
H -2.584 6.184 3.834
H 7.134 4.270 -1.093
H 1.109 -2.150 -3.596
H 7.786 -3.390 0.306
H 5.136 0.753 -2.922
H 5.972 1.783 2.385
H 1.521 -0.183 -1.738
H -0.167 -8.794 -0.504
H 0.425 3.178 4.520
H 2.073 -3.424 -1.735
H -0.585 5.290 8.988
H 1.869 2.203 6.278
H -6.427 4.618 2.482
H -3.572 4.139 6.499
H -3.070 -4.751 4.528
H -2.378 -3.361 -5.609
H -0.191 -4.431 -2.716
H 0.694 4.470 3.467
H 7.671 -4.279 2.555
H -0.394 -7.412 0.497
H -1.404 -4.699 4.281
H 4.617 -1.962 -3.644
H 3.447 8.025 -3.943
H 5.402 7.588 -4.332
H -2.183 -6.096 3.705
H -4.979 3.590 -2.532
H -1.097 -0.750 -5.159
H 8.925 5.805 0.563
H -5.806 -7.835 -4.604
H -5.030 -2.593 -5.804
H 1.891 7.472 -3.528
H 9.327 3.581 1.556
H 1.441 -8.349 -2.750
H -5.694 -7.334 -7.504
H -1.088 6.568 3.789
H 0.399 2.607 -0.576
H -0.672 0.751 -4.256
H 3.910 -0.283 -6.184
H 0.928 -2.354 5.552
H 0.171 0.015 0.561
H 1.817 1.159 9.553
H -3.917 -5.162 -2.956
H -4.274 -7.617 -3.878
H 7.360 6.649 0.282
H 3.644 7.303 -7.912
H -1.024 -0.194 7.459
H -7.263 1.668 0.014
H -6.422 2.013 -3.282
H 3.395 -7.133 -2.251
H -6.466 0.826 6.041
H 6.957 1.851 0.621
H -3.012 1.530 -2.347
H 6.529 6.289 -4.019
H -4.532 -3.840 -7.024
*
```

## Properties
- Highest occupied orbital energy: -7.774 eV
- Calculated total energy: -5481.4853 hartree
- Energy above the lowest of the compared OMol25 structures with the same formula, charge and spin: 1109.16 kJ/mol
- Frontier orbital gap: 8.18 eV